Entry from the OMol25 dataset: an isolated molecule of C4H6O2 (ωB97M-V with the def2-TZVPD basis set).

Positions of all 12 atoms, in Å:
C -0.538 -1.186 -1.090
C 0.542 -0.242 -0.598
O 1.342 0.226 -1.379
C 0.610 0.221 0.864
C -0.288 1.431 1.052
O -1.246 1.461 1.783
H -1.542 -0.787 -0.900
H -0.487 -2.179 -0.628
H -0.394 -1.288 -2.169
H 0.355 -0.534 1.613
H 1.642 0.562 1.001
H 0.005 2.316 0.450

F_max in eV/A: 0.51
Charge: 0
E in eV: -8339.64063
Spin multiplicity: 1
Gap between HOMO and LUMO in Ha: 0.3875
LUMO level in eV: 0.561
Structure (SMILES): CC(=O)CC=O
Highest occupied orbital energy in eV: -9.98
Energy relative to the best compared isomer or geometry (same formula, charge and spin) in kcal per mole: 18.9